No. 1
ORCA calculation (wB97M-V/def2-TZVPD) on a structure of composition C30H31DyN8O5S2.

XYZ file:
```
77
Properties=species:S:1:pos:R:3:lowdin_charge:R:1
Dy -0.7005 -0.2617 1.4404 1.4581
N 0.8574 -3.4732 -1.4805 0.0639
C -0.1000 -2.7785 -0.7867 -0.9166
S -0.2268 -3.0812 0.9093 0.5890
N -0.7909 -1.9228 -1.5047 0.0019
N -1.6524 -1.2113 -0.7042 -0.0905
C -2.7307 -0.7578 -1.2171 -0.2299
C -3.1203 -0.9233 -2.6407 -0.1946
C -3.2111 0.1985 -3.4564 -0.0337
C -3.5750 0.0584 -4.7888 -0.0750
C -3.8597 -1.1987 -5.3006 -0.0882
C -3.7724 -2.3187 -4.4850 -0.0752
C -3.3983 -2.1836 -3.1571 -0.0252
C -3.6702 -0.1105 -0.2631 -0.2408
C -4.9571 0.2469 -0.6368 0.0102
C -5.8157 0.7465 0.3320 -0.0437
C -5.3746 0.8481 1.6369 -0.0399
C -4.0702 0.4671 1.9271 -0.1171
N -3.2312 0.0228 0.9987 0.0115
H 1.1903 -4.3197 -1.0527 0.0753
H 0.7403 -3.4817 -2.4831 0.0968
H -2.9874 1.1782 -3.0499 0.1073
H -3.6358 0.9318 -5.4248 0.1032
H -4.1489 -1.3077 -6.3380 0.1013
H -3.9924 -3.3007 -4.8830 0.1031
H -3.3125 -3.0517 -2.5164 0.1197
H -5.2805 0.1234 -1.6597 0.1177
H -6.8248 1.0327 0.0653 0.1118
H -6.0194 1.2014 2.4291 0.1079
H -3.6735 0.4864 2.9352 0.1005
N -1.3591 2.2817 2.5083 -0.0024
N -0.8676 3.3882 1.8100 -0.0547
C -0.6474 3.3266 0.4869 -0.8361
N 0.0204 4.3787 -0.0385 0.1110
S -1.1823 2.0655 -0.4839 0.7299
H -2.2330 2.5146 2.9632 0.1030
H -0.6644 2.0013 3.1919 0.0823
H -0.3672 4.0827 2.3444 0.1562
H 0.6925 4.8386 0.5604 0.1073
H 0.3618 4.2190 -0.9728 0.0913
O 1.2536 -0.2444 -0.1594 -0.1477
C 2.4348 0.5105 0.1676 -0.3005
C 1.8981 1.6446 1.0914 -0.6000
O 2.3511 2.7769 1.0297 0.0684
O 0.9999 1.2298 1.9076 -0.1968
C 3.3737 -0.3480 1.0058 -0.1625
C 4.2272 0.2413 1.9336 -0.0239
C 5.0695 -0.5414 2.7101 -0.0699
C 5.0655 -1.9217 2.5706 -0.0871
C 4.2185 -2.5134 1.6448 -0.0718
C 3.3776 -1.7315 0.8641 -0.0299
C 3.0620 1.0444 -1.1076 -0.1271
C 4.4274 0.9736 -1.3411 -0.0064
C 4.9661 1.4791 -2.5189 -0.0732
C 4.1420 2.0531 -3.4706 -0.0899
C 2.7720 2.1206 -3.2438 -0.0723
C 2.2347 1.6238 -2.0697 -0.0251
H 1.3531 -0.7386 -0.9836 0.1016
H 4.2344 1.3189 2.0485 0.1252
H 5.7261 -0.0694 3.4296 0.1040
H 5.7155 -2.5334 3.1827 0.1012
H 4.2019 -3.5897 1.5301 0.1064
H 2.7059 -2.2139 0.1656 0.0905
H 5.0771 0.5205 -0.6049 0.1139
H 6.0333 1.4165 -2.6881 0.1029
H 4.5621 2.4441 -4.3883 0.1004
H 2.1199 2.5604 -3.9882 0.1032
H 1.1667 1.6763 -1.8928 0.0685
N 0.8424 -1.2841 3.2443 -0.0745
C 0.0010 -1.9944 4.2050 -0.1752
C -1.3772 -1.3380 4.3267 -0.6271
O -2.1434 -1.6647 5.2065 0.0626
O -1.6310 -0.4426 3.4079 -0.2597
H 1.5843 -1.8691 2.8756 0.0579
H 1.2804 -0.4632 3.6476 0.0902
H 0.4264 -2.0787 5.2076 0.1230
H -0.1614 -3.0105 3.8395 0.1041
```

Its energy above the lowest of the compared OMol25 structures with the same formula, charge and spin is 0.000 eV. The maximum force comes out at 0.005 Eh/bohr. The HOMO energy (spin up / spin down) comes out at -0.292 / -0.292 Ha. The spin multiplicity is 6. Its LUMO energy (spin up / spin down) is -0.24 / -0.25 eV.

No. 2
ORCA calculation (wB97M-V/def2-TZVPD) on a structure of composition C30H31F5N7O5Sc at a distorted geometry.

XYZ file:
```
79
Properties=species:S:1:pos:R:3:lowdin_charge:R:1
Sc 0.5613 -0.0044 -0.1389 0.9245
C 1.9444 2.5648 3.2820 -0.0496
C 1.3588 2.2949 1.9122 -0.4605
O 0.8129 1.1245 1.7522 -0.1907
C 1.4578 3.2658 0.9622 -0.0377
C 1.0324 3.1888 -0.4189 -0.3253
C 1.3009 4.3967 -1.2774 -0.0515
N 0.4871 2.1297 -0.9069 -0.0150
N 0.1636 2.2040 -2.2624 0.0733
C -0.2646 1.0519 -2.6926 -0.4933
O -0.3817 -0.0359 -2.0329 -0.1398
C -0.6556 1.0016 -4.1422 -0.1243
C -0.7797 2.1542 -4.9148 -0.0350
C -1.1462 2.0703 -6.2491 -0.1115
C -1.3902 0.8320 -6.8335 -0.1313
C -1.2674 -0.3193 -6.0680 -0.1063
C -0.9055 -0.2341 -4.7298 -0.0250
H 2.9054 2.0500 3.3798 0.0781
H 1.2869 2.1873 4.0673 0.0652
H 2.1107 3.6299 3.4407 0.0628
H 1.9307 4.1924 1.2627 0.0803
H 1.5051 5.2690 -0.6551 0.0573
H 0.4653 4.5946 -1.9454 0.0587
H 2.1720 4.2015 -1.9088 0.0830
H -0.5798 3.1067 -4.4426 0.1012
H -1.2407 2.9754 -6.8389 0.0863
H -1.6720 0.7675 -7.8786 0.0821
H -1.4496 -1.2901 -6.5152 0.0880
H -0.7999 -1.1157 -4.1116 0.1107
N -1.2608 -2.4408 -0.4076 0.0798
C -1.2146 -2.6336 1.0318 -0.3390
C -2.1888 -3.6298 1.6644 -0.1375
C -1.9043 -3.9028 3.1442 -0.1932
C -1.9048 -2.6994 4.0924 -0.1521
N -0.9037 -1.6467 3.8735 0.1099
C 0.4125 -1.7897 3.9970 -0.4606
N 1.2175 -0.7867 3.7294 0.2080
N 0.9147 -2.9662 4.4748 0.1824
C 0.2669 -2.8176 1.4036 -0.6218
O 0.6660 -3.8878 1.9066 -0.0286
O 0.9743 -1.7953 1.1820 -0.0858
H -2.1071 -1.9965 -0.7367 0.0823
H -1.0627 -3.2824 -0.9327 0.0904
H -1.4716 -1.6520 1.4190 0.0939
H -2.1798 -4.5861 1.1310 0.1106
H -3.1977 -3.2120 1.5502 0.1126
H -0.9517 -4.4302 3.1882 0.0767
H -2.6634 -4.5886 3.5410 0.1080
H -1.7917 -3.0531 5.1231 0.1149
H -2.8594 -2.1804 4.0518 0.1133
H -1.2068 -0.8267 3.3558 0.1295
H 0.9070 0.0133 3.0783 0.1005
H 2.1756 -1.0420 3.5441 0.1276
H 0.3211 -3.7565 4.2672 0.0723
H 1.8335 -3.1547 4.0970 0.1141
N 2.3892 -0.1137 -0.7656 -0.0777
C 3.4725 -0.5479 -1.3625 -0.4592
C 3.5726 -0.7382 -2.7923 -0.0750
C 4.7181 -1.1919 -3.4092 -0.1802
C 5.8792 -1.5043 -2.6898 -0.2030
C 5.8272 -1.3334 -1.3022 -0.1876
C 4.6923 -0.8807 -0.6624 -0.0885
H 2.6894 -0.5025 -3.3785 0.0826
H 4.7156 -1.3075 -4.4919 0.0724
H 6.7760 -1.8584 -3.1855 0.0502
H 6.7068 -1.5665 -0.7034 0.0691
H 4.6787 -0.7644 0.4175 0.0729
F -6.0037 3.4877 1.7820 0.0632
C -4.9341 2.7055 1.5011 -0.1729
C -4.4732 1.7738 2.4062 -0.1669
F -5.0956 1.6294 3.5979 0.0753
C -3.3773 0.9903 2.1046 -0.1170
F -2.9751 0.0893 3.0517 0.0462
C -2.6439 1.0619 0.8968 -0.2936
O -1.6413 0.3228 0.6566 -0.0926
C -3.1716 2.0315 -0.0053 -0.1285
F -2.6086 2.1776 -1.2085 0.1160
C -4.2649 2.8169 0.2906 -0.1548
F -4.7112 3.7126 -0.6129 0.0869
```

Its energy above the lowest of the compared OMol25 structures with the same formula, charge and spin is 0.941 eV. The maximum force comes out at 0.022 Eh/bohr. The HOMO energy comes out at 0.006 Ha. The spin multiplicity is 1. The charge is -2. Its LUMO energy is 4.17 eV.